Formula: C3H5NO3
Source: OMol25
Level of theory: the ωB97M-V functional and the def2-TZVPD basis

Geometry as XYZ:
```
12
C3H5NO3 | OMol25 | the ωB97M-V functional and the def2-TZVPD basis
C 1.4059 -0.4162 -0.4448
C 0.1545 -1.0436 0.0948
O -0.1295 -2.2092 0.0007
N -0.6730 -0.1811 0.8295
C -1.0322 1.1368 0.5230
O -1.2734 1.9725 1.3447
O -1.0631 1.4094 -0.7992
H 2.1207 -1.1692 -0.7895
H 1.1772 0.2972 -1.2308
H 1.8832 0.1752 0.3349
H -1.2681 -0.6340 1.5057
H -1.3023 0.6624 -1.3689
```

The calculation puts the total energy at -10825.1706 eV. As for the structure (SMILES): CC(=O)NC(=O)O. The strongest force on any atom comes out at 0.59 eV Å⁻¹. As for the energy above the lowest of the compared OMol25 structures with the same formula, charge and spin: 49.9 kJ/mol.